17
Properties=species:S:1:pos:R:3:nbo_charge:R:1 method="wB97M-V/def2-TZVPD" charge=-1 gap_ha=0.3143 de_lowest_ev=0.371 homo_ev=-4.780 fmax_ev_per_a=1.5 lumo_ev=3.7741
O 2.50643 0.20823 -0.29906 -1.008
H -0.43872 0.18821 1.15940 0.515
O -1.00844 0.50842 1.88704 -1.023
H -1.21807 -0.20018 2.48183 0.456
H -1.80371 0.51514 -1.11556 0.133
C -0.83277 0.07768 -1.41529 -0.229
O 0.28589 -2.92084 -0.33383 -1.006
O -0.04831 -0.32521 -0.35307 -0.994
H -1.09114 -0.73516 -2.11450 0.133
H -0.31644 0.87052 -1.99180 0.127
H 0.20029 1.82818 0.18106 0.482
H 1.57210 -0.00340 -0.60956 0.503
O 0.09548 2.62418 0.72385 -0.980
H -0.58487 2.31814 1.34363 0.484
H 2.53311 -0.20986 0.56436 0.451
H 0.46653 -1.94086 -0.50542 0.508
H -0.31735 -2.80319 0.39692 0.449